Entry from the Open Molecules 2025 dataset: 2 unconnected molecules or ions with the total composition C37H35O3Si at a distorted geometry (ωB97M-V/def2-TZVPD).

```
76
Properties=species:S:1:pos:R:3:lowdin_charge:R:1
Si -0.569 0.200 1.678 0.64
O 0.456 -5.968 3.975 -0.04
O -0.932 0.016 3.314 -0.12
O -2.707 -2.957 13.307 0.03
C -0.656 -2.736 9.668 -0.18
C -3.915 -0.328 -0.637 -0.07
C 0.401 -5.233 5.154 -0.19
C 3.510 -1.794 0.882 -0.08
C -2.914 0.235 0.130 -0.08
C -3.891 -1.678 -0.921 -0.08
C 1.972 -0.727 2.371 -0.09
C -2.087 -0.637 3.708 -0.45
C 0.853 -3.115 6.226 0.01
C -1.693 -3.694 9.814 0.01
C -2.165 -2.934 12.029 -0.14
C -3.325 0.166 3.886 -0.03
C -0.179 -4.900 7.475 0.00
C 0.394 2.446 0.289 -0.08
C 0.147 -2.645 8.509 0.12
C -1.225 -1.892 11.855 -0.14
C -1.869 -1.902 0.337 -0.10
C -0.269 -7.174 3.993 -0.07
C 0.254 -3.554 7.429 -0.19
C -2.032 -1.957 14.077 -0.13
C 0.489 3.796 0.016 -0.07
C -0.423 2.009 1.310 -0.24
C -2.422 -3.803 10.965 0.04
C -0.119 -5.704 6.371 0.02
C 0.915 -3.926 5.129 0.02
C -0.476 -1.794 10.714 0.06
C -1.144 2.913 2.057 -0.09
C -2.094 -1.951 3.952 0.06
C -2.868 -2.465 -0.433 -0.08
C -1.891 -0.552 0.615 -0.24
C -1.050 4.263 1.783 -0.08
C 2.593 -1.680 -0.143 -0.07
C 1.060 -0.616 1.345 -0.24
C 3.199 -1.318 2.140 -0.09
C -1.240 -1.073 13.103 -0.08
C -0.234 4.705 0.762 -0.08
C 1.368 -1.088 0.087 -0.10
H -1.317 -6.970 4.220 0.10
H -2.846 -3.519 -0.652 0.10
H 1.133 4.138 -0.776 0.10
H -0.201 -7.626 3.003 0.11
H -0.489 -5.332 8.409 0.11
H -0.159 5.759 0.549 0.10
H 1.244 -2.114 6.177 0.13
H -0.451 -6.723 6.446 0.11
H -4.173 -0.462 4.159 0.09
H 0.270 -1.025 10.628 0.13
H 0.739 -1.750 8.421 0.13
H 4.466 -2.257 0.701 0.10
H -4.714 0.288 -1.011 0.10
H -1.764 -0.128 12.923 0.13
H 1.717 -0.351 3.348 0.10
H -1.070 -2.512 0.726 0.10
H -1.765 2.558 2.864 0.09
H -3.584 0.699 2.972 0.08
H 3.913 -1.402 2.941 0.10
H -2.977 -2.448 4.295 0.06
H -1.611 4.970 2.371 0.10
H -1.955 -4.316 8.977 0.11
H -2.926 1.288 0.355 0.10
H 2.831 -2.054 -1.125 0.11
H -4.667 -2.117 -1.527 0.10
H 0.154 -7.860 4.726 0.10
H 1.359 -3.575 4.215 0.13
H -1.204 -2.534 3.847 0.04
H -2.772 -1.403 14.669 0.14
H 0.647 -0.996 -0.708 0.11
H -1.359 -2.487 14.764 0.13
H 0.963 1.731 -0.281 0.10
H -3.193 -4.546 11.064 0.13
H -0.228 -0.837 13.450 0.13
H -3.180 0.903 4.674 0.09
```

Results
* ΔE to the lowest compared entry with this formula, charge and spin: 67.7 kJ/mol
* molar mass: 555.8 g/mol
* total charge: +1

Entry from the Open Molecules 2025 dataset: a molecular structure, C22H30N5O3RhS (ωB97M-V/def2-TZVPD).

```
62
Properties=species:S:1:pos:R:3:lowdin_charge:R:1
Rh -1.295 -0.520 -0.347 1.25
S 0.686 0.880 1.388 0.56
O 0.863 -0.070 2.457 -0.28
O -0.472 1.755 1.467 -0.33
O 0.590 0.119 0.039 -0.43
N -1.930 -0.836 1.599 -0.04
N -0.508 -2.250 0.084 0.01
N -3.396 -0.642 -0.502 -0.13
N -0.495 -0.948 -2.146 -0.03
N -1.726 1.331 -1.304 -0.12
C -3.112 1.395 -1.849 -0.15
C -3.911 0.131 0.688 -0.12
C 5.708 4.125 0.683 -0.03
C -0.672 1.424 -2.364 -0.14
C 1.062 -2.462 -3.317 0.02
C 3.349 1.314 1.637 -0.04
C 0.234 -2.005 -2.168 -0.20
C -1.624 -2.221 3.618 0.04
C -1.375 -1.817 2.214 -0.24
C -0.424 -2.596 1.368 -0.17
C 4.452 3.322 0.857 -0.25
C 1.153 -3.783 -0.554 0.05
C 4.496 2.068 1.466 -0.02
C -3.791 0.031 -1.768 -0.15
C -0.580 0.115 -3.145 -0.13
C 2.138 1.824 1.187 -0.30
C 1.219 -4.211 0.771 0.03
C 2.061 3.074 0.588 -0.05
C 0.285 -2.755 -0.873 -0.16
C -3.190 -0.230 1.994 -0.12
C 0.445 -3.605 1.751 0.06
C 3.220 3.813 0.424 -0.02
H -1.468 -0.047 -3.761 0.13
H 5.442 1.685 1.826 0.13
H -3.672 2.147 -1.297 0.13
H 3.382 0.353 2.131 0.12
H -1.649 -3.304 3.730 0.10
H 0.811 -1.945 -4.239 0.09
H -1.562 2.086 -0.639 0.12
H -3.794 -1.577 -0.492 0.15
H 0.273 1.607 -1.856 0.12
H -0.886 2.258 -3.034 0.14
H 3.168 4.795 -0.027 0.12
H -4.876 0.141 -1.830 0.14
H 0.533 -3.897 2.788 0.14
H 0.288 0.134 -3.802 0.13
H 2.120 -2.297 -3.098 0.12
H -3.778 -0.933 2.583 0.13
H 6.371 3.647 -0.040 0.09
H 0.920 -3.532 -3.474 0.11
H 1.791 -4.226 -1.306 0.13
H 5.493 5.132 0.331 0.08
H -3.094 1.735 -2.885 0.13
H 1.904 -5.003 1.042 0.14
H 1.103 3.482 0.291 0.11
H -3.019 0.669 2.587 0.14
H 6.253 4.199 1.624 0.09
H -3.475 -0.620 -2.583 0.12
H -3.734 1.180 0.478 0.11
H -2.533 -1.793 4.029 0.09
H -4.989 -0.013 0.774 0.14
H -0.782 -1.835 4.204 0.13
```

Results
* ΔE to the lowest compared entry with this formula, charge and spin: 0.0 kJ/mol
* molar mass: 547.5 g/mol
* total charge: +2